A molecular structure, C17H19F3NO10P2Pd in a non-equilibrium geometry. Source: OMol25; level of theory: ωB97M-V/def2-TZVPD.

```
53
Properties=species:S:1:pos:R:3:forces:R:3
Pd 0.23452 1.64999 1.26448 0.41 -0.33 2.20
C -3.30629 5.24416 2.24345 0.67 2.45 -0.85
C -2.28184 4.20672 1.93786 0.54 -2.54 -0.02
O -2.67003 3.53456 0.72024 0.27 0.17 0.15
P -2.41121 2.97756 3.34045 0.53 -0.33 1.17
O -1.73884 3.72038 4.56623 -0.10 0.21 -0.42
O -3.94975 2.90312 3.86966 0.62 0.72 -0.41
O -1.87409 1.61320 3.09459 -0.61 0.32 -0.76
P -0.47158 4.79005 1.86636 0.78 -0.71 0.42
O -0.52348 6.10829 0.95713 0.32 0.35 -0.92
O -0.10056 5.19233 3.28246 -0.38 -0.30 -0.95
O 0.39444 3.76176 1.12179 -1.22 2.34 0.68
H -4.31758 4.96580 2.02287 -0.38 -0.60 -0.10
H -3.04319 6.08341 1.57465 -0.45 -0.04 0.15
H -3.26447 5.66731 3.24552 0.20 -0.35 0.15
H -2.00553 2.88007 0.38182 -0.24 0.72 0.37
H -0.97641 4.31830 4.21863 -0.35 -0.01 0.14
H -4.28499 2.02806 3.70124 -0.18 -0.60 -0.18
H -0.01652 6.00115 0.12250 -0.55 -0.16 0.82
C 2.92393 -2.41943 -4.08395 0.29 -0.74 0.30
C 1.48740 -2.82838 -3.83540 -0.97 -0.91 -0.24
C 1.21601 -4.37171 -4.02573 -1.80 1.20 0.65
C 1.58059 -5.17549 -2.75181 -0.60 -0.93 -1.34
C 1.21259 -4.51323 -1.44221 -0.12 -0.03 -0.05
C 1.19690 -5.32042 -0.28089 -0.19 1.79 -1.12
C 1.08273 -4.64554 0.92024 -0.27 0.45 0.62
F 1.16392 -5.34894 2.07912 -0.02 -0.06 -0.26
C 0.86179 -3.29215 1.02104 -0.26 0.69 -0.55
C 0.71427 -2.48537 -0.14955 0.23 -0.61 0.07
C 0.39136 -1.03444 -0.08544 0.85 0.24 2.80
O 0.48659 -0.47751 1.07362 -0.52 -2.15 -3.03
C 0.04013 -0.42710 -1.33976 1.00 -1.28 -0.90
C 0.41422 -1.07628 -2.52397 0.04 -0.44 2.55
N 1.00125 -2.30998 -2.54424 -0.83 0.10 -0.24
C 0.94609 -3.09000 -1.40350 0.85 -1.63 1.09
C -0.65561 0.86316 -1.50164 -1.49 2.89 0.06
O -1.30582 1.01955 -2.54797 0.57 -0.43 0.33
O -0.58677 1.79045 -0.57863 -0.63 -1.79 -2.82
H 3.19329 -2.58649 -5.13024 -0.14 0.13 0.02
H 3.61105 -3.07038 -3.49285 -0.31 0.86 -0.11
H 2.98397 -1.35370 -3.85145 0.55 -0.20 0.08
H 0.85380 -2.30549 -4.54370 0.02 0.00 -0.39
H 1.79075 -4.64455 -4.89685 0.32 -0.44 -0.13
H 0.11630 -4.54440 -4.32232 1.52 0.42 0.64
H 2.66545 -5.30739 -2.81774 -0.03 -0.24 0.39
H 1.09201 -6.21108 -2.85946 0.83 1.41 0.40
H 1.22806 -6.39841 -0.31342 0.30 -0.04 -0.13
H 0.78307 -2.83979 2.00895 -0.09 0.03 -0.32
H 0.24018 -0.61809 -3.46492 -0.10 0.49 -0.61
F 2.14241 2.19073 3.21258 0.32 -0.11 0.40
C 0.81862 1.79877 3.24097 -0.36 0.95 -0.19
F 0.71345 0.73384 4.07998 0.21 -0.07 0.17
H 0.20342 2.65298 3.61920 0.95 -0.84 0.24
```
Positions in Å, forces in eV/Å.

Results
ΔE to the lowest compared entry with this formula, charge and spin: 0.00 kcal/mol
2S+1: 3
LUMO energy (spin up / spin down): 0.0622 / 0.0626 Ha
frontier orbital gap (spin up / spin down): 4.697 / 6.974 eV
highest occupied orbital energy (spin up / spin down): -3.01 / -5.27 eV
charge: -1
electronic energy: -2576.81181 a.u.